# 1
27
Properties=species:S:1:pos:R:3 method="wB97M-V/def2-TZVPD" e_above_lowest_kj_mol=53.4 total_charge=-1 e_lumo_ev=1.58 fmax_ha_per_bohr=0.0859 homo_energy_ev=-3.8
S -1.34152 2.95663 -1.32585
O -2.23052 3.35363 -2.42685
O -0.14052 3.71563 -1.31785
O -1.78252 1.33463 1.65815
O 2.04648 -2.85337 -0.02785
O 0.61748 -0.57837 2.36615
O -0.33152 -0.59837 -0.21085
O -2.00452 3.18763 -0.05685
O 2.20448 0.01763 -0.79785
O -0.65752 -3.36537 2.85115
O -0.28252 0.35363 -3.66385
O -0.94752 1.52963 -1.51185
H 1.89148 -2.85237 -0.95785
H -0.72652 0.64563 -2.70085
H -1.36552 1.63563 2.52615
H 2.93348 -0.36837 -1.24785
H -0.28252 1.11363 -4.27385
H -0.48252 -2.43837 2.69315
H -0.56752 0.19263 -0.76785
H 0.40548 0.22363 3.07515
H -1.88052 2.13163 1.01515
H 0.63248 -0.54037 -0.35885
H 1.28448 -1.26837 2.82715
H -0.31452 -0.40637 0.74215
H 2.64548 0.34663 -0.05985
H -0.76052 -3.78037 2.00515
H 1.43748 -3.68837 -0.05285


# 2
23
Properties=species:S:1:pos:R:3 method="wB97M-V/def2-TZVPD" e_above_lowest_kj_mol=126.3 total_charge=-1 e_lumo_ev=3.30 fmax_ha_per_bohr=0.0262 homo_energy_ev=-6.5
O 1.07901 -0.22443 1.03921
O -0.81143 2.14170 1.82671
O -0.69691 0.40743 -0.48099
O 0.45004 -2.22074 -2.62509
O 3.34881 1.05902 0.32990
O -1.37684 -0.05156 -3.46257
O -2.78248 -1.12708 0.10548
O 0.88083 0.36989 3.66111
H -2.18965 0.04965 -3.96354
H 0.17718 0.13572 0.35368
H 1.04791 0.08739 2.72276
H -1.61193 0.14669 -2.54567
H -2.20090 -1.69092 -0.40652
H 0.11723 -0.16844 3.89378
H 0.01733 0.91055 -0.89923
H 1.31860 -1.15206 0.98843
H -2.42118 -0.23939 -0.07802
H 0.27519 -1.29193 -2.41826
H -1.09352 1.41440 1.24482
H -0.20400 1.73776 2.46009
H 2.89918 1.63512 -0.29910
H 2.59284 0.48442 0.58634
H 1.18470 -2.41319 -2.03334


# 3
25
Properties=species:S:1:pos:R:3 method="wB97M-V/def2-TZVPD" e_above_lowest_kj_mol=83.6 total_charge=+2 e_lumo_ev=-7.52 fmax_ha_per_bohr=0.0668 homo_energy_ev=-19.1
Hg -0.01448 0.05672 0.11900
O 1.80352 1.50972 0.75100
O 0.34952 -0.86228 2.28500
O 1.93052 -1.42528 -0.11200
O -1.06748 1.80972 1.42000
O -2.21948 -0.79028 0.68700
O 1.12452 0.70572 -2.07900
O -1.81448 0.98372 -1.29400
O -0.60748 -1.70928 -1.45500
H 1.29552 -0.91328 2.47500
H -1.57148 1.57772 -1.95800
H 2.81352 -1.02528 -0.02900
H 1.30852 0.00772 -2.72900
H 1.71052 2.27972 0.27000
H -0.41848 2.13472 2.06900
H 1.87852 1.33172 -2.00800
H -2.28548 -1.61128 1.25500
H 2.72552 1.24772 0.56800
H -0.30448 -2.39628 -2.00900
H -2.82048 -0.19628 1.22500
H 0.03952 -1.62128 2.75800
H -2.47348 0.49572 -1.75500
H 1.88652 -1.99728 -0.88100
H -1.46648 -1.96428 -1.19700
H -1.80248 2.37172 1.62400


# 4
52
Properties=species:S:1:pos:R:3 method="wB97M-V/def2-TZVPD" total_charge=-4 e_lumo_ev=6.79 fmax_ha_per_bohr=0.1284 homo_energy_ev=2.8
S -0.03991 -0.09832 -0.31767
S 2.30345 0.19932 2.84163
S 0.36363 5.00807 1.45312
S -1.45102 -3.09727 3.87622
S -3.54931 0.52446 -4.06189
Mg 0.91162 -2.43456 1.59593
Mg 1.76017 2.08149 1.23703
Mg -2.81058 1.24232 -0.99052
O 2.30599 -2.12592 0.29806
O -1.48537 -1.94320 4.79421
O 3.41462 -0.78454 -2.17053
O -0.26626 1.45415 -3.23367
O 0.52625 5.53345 0.14152
O -0.03765 -3.75586 0.42834
O 2.76873 2.40284 -0.38993
O 0.91198 -0.59172 -1.32150
O -2.70455 -2.14449 0.68326
O 0.52357 1.11273 0.31853
O 3.24763 0.08436 3.91752
O -1.01229 5.10475 1.94861
O -0.17302 -1.14147 0.72743
O -1.29890 0.19767 -0.90644
O 1.22809 5.68873 2.38295
O -3.60107 -0.84473 -4.52792
O -2.58809 1.33773 -4.81037
O -1.45451 -4.33904 4.67311
O -0.34386 -2.95333 2.96538
O 2.92547 0.53587 1.57503
O -3.18570 0.54122 -2.61753
O 1.61669 -1.07535 2.70105
O -2.68643 -3.08567 3.10673
O 1.36650 1.32411 2.94265
O 0.09514 -2.06769 -3.29203
O -4.91097 1.07441 -4.35940
O 0.80449 3.60231 1.30011
O -2.12908 1.91104 1.02471
H 2.47307 2.46377 -1.29829
H -0.75174 0.72648 -2.84504
H 3.16830 -2.42322 0.00778
H -2.34323 2.27995 1.88161
H -1.34198 2.38179 0.75067
H 3.72147 2.33425 -0.45175
H -0.24427 -4.58110 0.86711
H 0.49974 1.56007 -2.66954
H -3.10892 -1.75123 -0.09009
H 2.11009 -1.37472 -0.26189
H 3.90404 -0.82121 -1.34873
H 0.07647 -1.67339 -4.16405
H 0.34356 -1.35000 -2.70941
H -0.54900 -3.77950 -0.38048
H -1.80740 -1.81078 0.68089
H 2.50435 -0.65914 -1.90236